[1]
{
  "formula": "C12H21I2N2OSc",
  "method": "ωB97M-V with the def2-TZVPD basis set",
  "symbols": ["C", "I", "H", "H", "H", "C", "C", "N", "H", "I", "N", "H", "Sc", "C", "O", "C", "C", "H", "H", "H", "C", "H", "H", "H", "C", "C", "C", "C", "C", "H", "H", "H", "H", "H", "H", "H", "H", "H", "H"],
  "xyz": [[-2.9774, 2.7047, -1.1693], [-3.4313, 2.6147, 1.4943], [-2.6235, 2.3694, -2.1561], [-2.5195, 3.6819, -0.9744], [-4.0691, 2.7870, -1.2290], [2.3843, 2.2469, -1.3316], [1.5259, 0.1641, -1.1869], [2.4713, 1.0010, -0.7240], [1.0084, 2.8996, -2.9447], [-0.6111, -3.2432, -1.4354], [0.8261, 0.9092, -2.1235], [3.0661, 3.0492, -1.1079], [-0.3262, -0.6782, -0.6322], [-2.5389, 1.6871, -0.1008], [-1.8881, 0.6520, -0.3027], [1.3701, 2.1866, -2.2251], [-0.0750, 0.3527, -3.1202], [0.4308, 0.3063, -4.1021], [-0.9707, 0.9839, -3.2386], [-0.3722, -0.7008, -2.8908], [3.4313, 0.6490, 0.2998], [4.3790, 1.1752, 0.1276], [3.6130, -0.4329, 0.2750], [3.0628, 0.9164, 1.3027], [1.4954, -0.7606, 3.3473], [0.7441, -1.7227, 2.4367], [1.7117, -2.7062, 1.7768], [-0.3224, -2.4822, 3.2219], [0.0391, -0.8755, 1.4124], [2.0380, -1.3012, 4.1343], [0.7939, -0.0639, 3.8202], [2.2170, -0.1656, 2.7746], [2.1813, -3.3460, 2.5386], [1.1899, -3.3424, 1.0483], [2.5050, -2.1719, 1.2348], [-0.9963, -1.7850, 3.7333], [-0.9317, -3.1003, 2.5524], [0.1340, -3.1377, 3.9760], [-0.5133, -0.0836, 1.9588]],
  "forces_ev_per_a": [[1.0, -1.3, -1.0], [-0.4, -0.3, 2.8], [0.0, 0.1, 0.1], [-0.2, 0.0, -0.1], [0.1, 0.2, 0.0], [-0.2, -0.3, -0.1], [1.0, 0.5, -1.0], [0.1, 0.4, -0.5], [-0.1, 0.1, 0.1], [-0.3, -1.1, -0.6], [0.9, 0.5, 0.4], [0.0, -0.1, 0.0], [-1.6, -0.6, 3.7], [-1.4, 3.3, -2.3], [1.0, -1.9, -0.1], [0.1, -0.1, 0.1], [-0.4, -0.2, -0.6], [0.0, 0.0, 0.2], [0.3, -0.3, 0.2], [0.3, 0.7, -0.3], [0.1, -0.1, 0.4], [-0.2, -0.1, -0.1], [-0.1, 0.4, 0.0], [0.0, -0.1, -0.4], [0.4, -0.1, 0.6], [-0.3, 0.6, -0.7], [0.1, -0.1, 0.1], [0.0, -0.3, 0.3], [-0.2, 0.5, -1.6], [0.1, 0.0, 0.2], [0.1, -0.1, 0.0], [-0.2, -0.2, 0.1], [0.1, -0.1, -0.1], [0.1, 0.2, 0.2], [-0.2, -0.1, 0.1], [0.1, 0.0, -0.1], [0.2, 0.1, 0.0], [0.0, -0.1, 0.2], [-0.1, -0.1, -0.2]],
  "nbo_charge": [-0.71, -0.10, 0.19, 0.20, 0.19, -0.09, 0.04, -0.36, 0.21, -0.59, -0.40, 0.21, 0.97, 0.16, -0.75, -0.37, -0.69, 0.19, 0.22, 0.22, -0.43, 0.19, 0.23, 0.22, -0.60, -0.11, -0.61, -0.61, -0.91, 0.16, 0.20, 0.19, 0.17, 0.23, 0.19, 0.20, 0.22, 0.16, 0.17],
  "de_lowest_kj_mol": 78.20,
  "multiplicity": 1,
  "homo_energy_ev": [0.6, 2.6],
  "energy_ha": -2010.5490,
  "charge": -2
}

[2]
{
  "formula": "C56H48BrN6OP3SiTi",
  "method": "ωB97M-V with the def2-TZVPD basis set",
  "symbols": ["Ti", "C", "Si", "C", "C", "C", "C", "C", "C", "P", "C", "C", "C", "C", "C", "C", "C", "C", "C", "C", "C", "C", "C", "C", "C", "C", "C", "C", "P", "C", "C", "C", "C", "C", "C", "C", "C", "C", "C", "C", "C", "H", "H", "H", "H", "H", "H", "H", "H", "H", "H", "H", "H", "H", "H", "H", "H", "H", "H", "H", "H", "H", "H", "H", "H", "H", "H", "H", "H", "H", "H", "H", "C", "C", "C", "C", "C", "C", "P", "C", "C", "C", "C", "C", "C", "C", "C", "C", "C", "C", "C", "H", "H", "H", "H", "H", "H", "H", "H", "H", "H", "H", "H", "H", "H", "O", "N", "Br", "N", "N", "N", "C", "N", "N", "H", "H", "H"],
  "xyz": [[-1.3544, 0.2158, 0.3803], [2.2417, -0.1840, 2.7128], [1.5361, -1.3641, 1.4026], [2.7591, -2.0070, 0.1167], [3.7036, -2.9973, 0.3798], [4.4729, -3.5510, -0.6290], [4.3142, -3.1063, -1.9312], [3.4248, -2.0846, -2.2115], [2.6491, -1.5298, -1.1951], [1.3860, -0.2931, -1.6868], [2.2606, 0.3011, -3.2278], [3.5220, 0.8655, -3.0360], [4.2694, 1.3261, -4.1031], [3.7582, 1.2499, -5.3894], [2.5252, 0.6581, -5.5971], [1.7862, 0.1723, -4.5285], [0.0454, -1.2731, -2.4326], [-0.8645, -0.6963, -3.3166], [-1.7458, -1.4912, -4.0293], [-1.7479, -2.8639, -3.8427], [-0.8783, -3.4386, -2.9279], [0.0233, -2.6530, -2.2310], [0.7333, -2.7535, 2.4136], [1.6051, -3.6528, 3.0369], [1.1519, -4.6363, 3.8954], [-0.2024, -4.7402, 4.1753], [-1.0788, -3.8379, 3.6072], [-0.6209, -2.8519, 2.7333], [-1.8961, -1.6973, 2.1155], [-2.4446, -1.1063, 3.7687], [-3.7008, -1.2006, 4.3538], [-3.9300, -0.6415, 5.6042], [-2.9134, 0.0066, 6.2844], [-1.6535, 0.1034, 5.7106], [-1.4303, -0.4345, 4.4584], [-3.0399, -2.9111, 1.3777], [-2.4225, -3.8118, 0.5049], [-3.1809, -4.6872, -0.2470], [-4.5638, -4.6704, -0.1433], [-5.1819, -3.7766, 0.7141], [-4.4265, -2.8830, 1.4565], [3.2000, -0.5670, 3.0658], [1.5876, -0.1424, 3.5828], [2.4020, 0.8320, 2.3619], [3.8342, -3.3574, 1.3881], [5.1742, -4.3409, -0.4008], [4.8758, -3.5576, -2.7352], [3.3217, -1.7448, -3.2305], [3.9379, 0.9310, -2.0395], [5.2484, 1.7489, -3.9281], [4.3244, 1.6337, -6.2254], [2.1315, 0.5577, -6.5981], [0.8510, -0.3238, -4.7314], [-0.8888, 0.3777, -3.4397], [-2.4366, -1.0324, -4.7212], [-2.4225, -3.4856, -4.4125], [-0.8828, -4.5072, -2.7709], [0.7319, -3.1141, -1.5554], [2.6681, -3.5753, 2.8645], [1.8557, -5.3185, 4.3507], [-0.5690, -5.5091, 4.8400], [-2.1340, -3.8879, 3.8425], [-4.5083, -1.7165, 3.8598], [-4.9132, -0.7165, 6.0463], [-3.0993, 0.4415, 7.2550], [-0.8527, 0.6018, 6.2389], [-0.4536, -0.3446, 3.9946], [-1.3417, -3.8182, 0.4162], [-2.6973, -5.3783, -0.9220], [-5.1596, -5.3419, -0.7434], [-6.2592, -3.7613, 0.7926], [-4.9327, -2.1591, 2.0761], [1.4545, 4.7596, -4.7763], [2.4600, 4.7776, -3.8237], [2.4143, 3.9155, -2.7389], [1.3429, 3.0443, -2.5855], [0.3354, 3.0313, -3.5497], [0.3967, 3.8706, -4.6450], [1.0343, 2.1173, -1.0275], [2.3754, 2.6694, 0.0668], [3.4453, 1.8189, 0.3330], [4.5273, 2.2640, 1.0747], [4.5329, 3.5515, 1.5882], [3.4520, 4.3895, 1.3574], [2.3806, 3.9580, 0.5934], [-0.5817, 2.9223, -0.7165], [-0.7164, 4.2873, -0.9846], [-1.9588, 4.8827, -0.9119], [-3.0808, 4.0988, -0.6723], [-2.9400, 2.7400, -0.4469], [-1.6860, 2.1159, -0.4213], [1.4897, 5.4422, -5.6136], [3.2881, 5.4658, -3.9148], [3.2097, 3.9320, -2.0066], [-0.5225, 2.3832, -3.4219], [-0.3880, 3.8426, -5.3878], [3.4237, 0.7976, -0.0285], [5.3648, 1.6040, 1.2509], [5.3705, 3.8946, 2.1778], [3.4520, 5.3898, 1.7652], [1.5493, 4.6236, 0.4148], [0.1481, 4.8777, -1.2538], [-2.0570, 5.9440, -1.0839], [-4.0629, 4.5526, -0.6601], [-3.8375, 2.1430, -0.3101], [0.3059, 0.8365, 0.6667], [0.4865, -0.4669, 0.2284], [-3.1182, -0.6954, -0.9799], [-5.5232, 1.3174, 2.6648], [-4.2078, 1.5626, 2.5759], [-3.6036, 2.5043, 3.2508], [-2.3364, 2.3377, 2.9042], [-2.2044, 1.3169, 2.0579], [-3.4121, 0.8275, 1.8641], [-5.8848, 0.7863, 1.8844], [-6.0687, 2.1103, 2.9716], [-1.5331, 2.9591, 3.2516]],
  "forces_ev_per_a": [[-2.7, -0.7, 0.0], [-0.2, -0.2, -0.5], [0.6, -0.2, 0.6], [-0.3, 0.3, 0.3], [0.0, 0.0, 0.1], [0.0, 0.0, 0.0], [0.0, 0.0, 0.0], [0.1, -0.1, -0.1], [-0.1, 0.2, 0.4], [-0.1, -0.2, -1.0], [0.0, 0.0, 0.3], [0.0, 0.0, 0.0], [0.0, 0.0, 0.1], [0.0, 0.0, -0.1], [0.0, 0.0, -0.1], [-0.1, 0.0, 0.1], [0.0, 0.2, -0.1], [0.0, 0.0, 0.2], [0.0, 0.1, 0.0], [0.0, 0.0, 0.0], [0.0, 0.0, 0.0], [0.0, 0.1, 0.1], [-0.1, 0.4, -0.3], [0.2, 0.0, 0.0], [0.1, 0.0, 0.0], [-0.1, 0.0, 0.0], [0.0, 0.0, 0.0], [0.2, 0.1, -0.3], [-0.4, -0.9, 1.0], [0.1, 0.2, -0.1], [0.0, -0.1, -0.1], [0.0, 0.0, 0.1], [0.0, 0.0, 0.0], [0.0, 0.0, 0.0], [0.0, -0.1, -0.1], [0.1, 0.2, -0.2], [0.0, 0.0, 0.2], [0.0, 0.0, 0.0], [0.0, 0.0, 0.0], [-0.1, 0.0, 0.0], [0.1, 0.1, 0.1], [0.1, -0.1, 0.0], [-0.1, -0.1, 0.0], [0.0, 0.0, -0.1], [0.1, -0.1, 0.0], [0.1, 0.0, 0.0], [0.1, 0.0, 0.0], [0.0, -0.1, 0.0], [0.1, 0.1, 0.0], [0.0, 0.0, 0.0], [0.1, 0.0, 0.0], [0.0, 0.0, -0.1], [0.0, 0.0, 0.0], [0.0, 0.0, -0.1], [-0.1, 0.0, 0.0], [-0.1, 0.0, 0.0], [0.0, -0.1, 0.0], [0.0, -0.1, 0.0], [0.0, -0.1, 0.1], [0.0, 0.0, 0.0], [0.0, 0.0, 0.0], [0.0, -0.1, 0.0], [0.0, 0.0, 0.0], [0.0, 0.0, 0.0], [0.0, 0.0, 0.1], [0.0, 0.0, 0.0], [0.0, 0.0, 0.1], [0.0, -0.1, 0.0], [0.0, -0.1, 0.0], [0.0, -0.1, 0.0], [-0.1, 0.0, 0.0], [0.0, 0.0, 0.0], [0.1, 0.0, 0.0], [0.1, 0.1, 0.0], [0.0, -0.2, 0.1], [0.0, -0.2, 0.1], [0.1, -0.1, 0.0], [-0.1, -0.1, 0.0], [0.2, 0.8, -0.4], [-0.1, -0.3, 0.0], [-0.1, 0.1, -0.1], [0.1, -0.1, 0.0], [0.0, -0.1, 0.0], [0.0, 0.1, 0.0], [-0.1, 0.0, 0.0], [0.0, -0.6, 0.2], [0.0, 0.1, 0.0], [0.1, 0.0, 0.0], [0.0, -0.2, 0.1], [-0.2, 0.0, -0.2], [0.2, 0.7, -0.1], [0.0, 0.0, 0.0], [0.0, 0.0, 0.0], [0.0, 0.0, 0.0], [-0.1, 0.0, 0.0], [0.0, 0.0, 0.0], [0.1, 0.0, 0.0], [0.0, 0.0, 0.0], [0.0, 0.0, 0.0], [0.0, 0.1, 0.0], [0.0, 0.1, 0.0], [0.0, 0.1, -0.1], [0.0, 0.1, 0.0], [0.0, 0.0, 0.0], [0.1, 0.0, 0.0], [1.7, 1.5, 0.4], [0.9, -0.8, -0.2], [0.2, -0.1, -0.3], [-0.9, -0.5, 0.4], [1.1, 0.1, -0.4], [-0.2, 0.3, 0.3], [0.2, 0.0, -0.1], [-0.3, 0.0, 0.1], [-0.8, 0.0, 0.2], [0.1, 0.2, -0.1], [0.2, 0.1, -0.1], [0.1, 0.0, 0.1]],
  "lowdin_charge": [0.54, -0.11, 0.66, -0.22, -0.07, -0.03, -0.03, -0.06, -0.33, 1.08, -0.37, -0.13, -0.05, -0.05, -0.05, -0.07, -0.35, -0.18, -0.09, -0.05, -0.06, -0.07, -0.23, -0.08, -0.04, -0.04, -0.07, -0.37, 1.07, -0.36, -0.09, -0.06, -0.06, -0.06, -0.11, -0.42, -0.12, -0.06, -0.05, -0.06, -0.11, 0.05, 0.03, 0.01, 0.09, 0.12, 0.12, 0.11, 0.09, 0.12, 0.12, 0.12, 0.09, 0.09, 0.12, 0.12, 0.11, 0.11, 0.08, 0.12, 0.12, 0.12, 0.08, 0.11, 0.11, 0.11, 0.08, 0.10, 0.11, 0.11, 0.11, 0.08, -0.05, -0.05, -0.08, -0.35, -0.10, -0.05, 1.14, -0.33, -0.13, -0.05, -0.05, -0.05, -0.07, -0.33, -0.08, -0.04, -0.05, -0.14, -0.27, 0.12, 0.12, 0.11, 0.10, 0.12, 0.08, 0.12, 0.12, 0.12, 0.10, 0.11, 0.12, 0.12, 0.07, -0.48, -0.36, 0.43, 0.18, -0.24, 0.19, -0.12, -0.09, 0.02, 0.13, 0.13, 0.14],
  "de_lowest_kj_mol": 196.33,
  "multiplicity": 1,
  "homo_energy_ev": -13.3,
  "energy_ha": -7303.1203,
  "charge": 2
}